[1]
The following is a DFT calculation (ωB97M-V with the def2-TZVPD basis set) of a 9-piece molecular cluster, C41H57N5O4 overall.

Geometry (Å):
C -1.3641 -1.7844 -2.5152
C -0.7795 -1.6414 -3.8752
C -0.1049 -2.9609 -4.0685
O -0.7586 -3.8569 -3.1887
C -1.5838 -3.2125 -2.2052
H -2.2410 -1.2188 -2.2001
H -0.5468 -1.5528 -1.8323
H -0.0986 -0.8090 -4.0529
H -1.5096 -1.6469 -4.6845
H 0.9552 -2.8285 -3.8525
H 0.1396 -3.4186 -5.0270
H -1.2936 -3.5388 -1.2065
H -2.6287 -3.4888 -2.3467
C 0.6654 -4.1503 6.5611
C -0.0583 -3.5097 5.3600
C 0.1873 -4.4785 4.2576
O 0.8869 -5.6116 4.8754
C 1.5859 -5.2509 6.0487
H 0.0063 -4.6318 7.2835
H 1.2719 -3.3381 6.9619
H 0.3797 -2.5125 5.3179
H -1.1290 -3.3228 5.4427
H 0.8320 -3.9976 3.5219
H -0.7605 -4.8093 3.8330
H 2.5301 -4.7255 5.9060
H 1.8202 -6.0560 6.7452
C 5.6539 -1.1008 -0.6688
C 4.8204 -2.2114 -0.0943
C 3.3829 -1.8611 -0.4181
O 3.5210 -0.4082 -0.3952
C 4.6746 -0.0523 -1.1421
H 6.3456 -1.3661 -1.4684
H 6.3067 -0.7013 0.1073
H 4.9246 -2.3648 0.9798
H 5.0431 -3.1581 -0.5865
H 2.6966 -2.3100 0.3000
H 2.8465 -2.1943 -1.3065
H 5.0499 0.9557 -0.9655
H 4.5576 0.1240 -2.2114
C 2.8617 2.7903 -3.1324
C 2.0169 1.7102 -3.6843
C 1.2242 1.3969 -2.4405
O 1.2104 2.4405 -1.5665
C 1.8871 3.5604 -2.1402
H 3.2750 3.4001 -3.9358
H 3.6183 2.2977 -2.5216
H 2.6218 0.8921 -4.0754
H 1.3738 2.0572 -4.4931
H 1.6452 0.4588 -2.0787
H 0.2196 1.2208 -2.8250
H 2.2801 4.1959 -1.3467
H 1.1886 4.2475 -2.6179
N -1.2334 7.6493 0.9112
C -0.8552 7.0057 -0.2362
C -0.9231 5.6220 -0.3140
C -1.6194 4.9157 0.6909
C -2.1953 5.6114 1.7866
C -1.9049 6.9533 1.8617
H -0.2456 7.5958 -0.9045
H -0.4524 4.9981 -1.0594
H -1.6543 3.8385 0.6216
H -2.9362 5.1220 2.4013
H -2.3616 7.4773 2.6883
N -2.2274 -1.6072 1.0251
C -0.9655 -1.8640 1.5599
C 0.0111 -0.8398 1.4233
C -0.2785 0.4058 0.8041
C -1.5286 0.5678 0.2363
C -2.4823 -0.4138 0.3778
H -0.7697 -2.8466 1.9632
H 1.0226 -0.9897 1.7709
H 0.4553 1.1983 0.8048
H -1.9329 1.4809 -0.1750
H -3.4879 -0.2537 0.0178
N -4.3258 -4.3920 -0.5998
C -4.5800 -3.5595 0.3964
C -4.3383 -3.9093 1.7247
C -3.9969 -5.2089 2.0046
C -3.8129 -6.1072 0.9071
C -3.9159 -5.6127 -0.3612
H -5.0456 -2.6063 0.1936
H -4.6229 -3.3439 2.5997
H -4.0570 -5.5161 3.0383
H -3.6633 -7.1583 1.1052
H -3.7832 -6.2306 -1.2370
N 2.8499 1.9723 4.1414
C 2.1956 3.2018 4.3183
C 1.7275 3.9777 3.2267
C 1.8374 3.4535 1.9957
C 2.4706 2.2320 1.7924
C 3.0623 1.6049 2.8772
H 2.0558 3.4671 5.3558
H 1.2240 4.8711 3.5655
H 1.4321 3.9427 1.1222
H 2.6651 1.7078 0.8684
H 3.5316 0.6565 2.6612
N -3.0540 1.7425 -4.8999
C -2.3769 1.8865 -3.7572
C -2.1763 3.1334 -3.1521
C -2.7416 4.2748 -3.7582
C -3.4669 4.1492 -4.9157
C -3.6686 2.8947 -5.3942
H -2.0465 1.0006 -3.2352
H -1.6570 3.1080 -2.2055
H -2.7128 5.2365 -3.2675
H -3.9466 5.0195 -5.3386
H -4.1470 2.8174 -6.3594

Atoms 1-3, force components in eV/Å:
0.6 1.4 2.3
-1.0 -0.3 -2.5
1.8 -0.6 1.2

Its maximum force is 4.022 eV/Å. The HOMO energy (alpha / beta) comes out at -0.0080 / -0.1651 hartree. The value obtained for the calculated total energy is -2170.9547 Ha. The HOMO-LUMO gap (alpha / beta) comes out at 2.5 / 6.8 eV. The spin multiplicity is 2. The net charge is -1. Its molar mass is 683.94 g mol⁻¹. The relative energy (zero: lowest compared OMol25 entry of this formula, charge and spin) comes out at 34.2 kcal/mol.

[2]
The following is a DFT calculation (ωB97M-V with the def2-TZVPD basis set) of a 2-piece molecular cluster, C2H3O3S overall.

Geometry (Å):
C 1.9427 -0.2000 -0.1718
C 0.9569 0.8145 0.1910
O -3.5566 1.0856 -0.2439
O -2.9381 -1.2873 0.2864
O 1.7981 0.2260 1.1933
S -2.6618 -0.0451 -0.4847
H 1.7168 -1.2303 -0.4129
H 3.0004 0.0539 -0.4868
H -0.2584 0.5826 0.1294

Atoms 1-3, force components in eV/Å:
2.3 0.5 -0.2
-1.3 -1.2 0.3
-0.9 1.0 0.4

Its maximum force is 2.414 eV/Å. The HOMO energy (alpha / beta) comes out at -0.0611 / -0.1804 hartree. The value obtained for the calculated total energy is -701.8079 Ha. The HOMO-LUMO gap (alpha / beta) comes out at 4.8 / 8.7 eV. The spin multiplicity is 1. The net charge is -1. Its molar mass is 107.11 g mol⁻¹. The relative energy (zero: lowest compared OMol25 entry of this formula, charge and spin) comes out at 117.3 kcal/mol.